{
  "formula": "C26H39F3N6O3ReS2SbSe",
  "method": "ωB97M-V/def2-TZVPD",
  "symbols": ["Re", "C", "C", "N", "N", "C", "N", "S", "C", "C", "C", "C", "C", "N", "H", "H", "H", "H", "H", "H", "H", "H", "H", "H", "C", "N", "C", "Se", "N", "C", "C", "C", "C", "C", "C", "H", "H", "H", "H", "H", "H", "H", "H", "F", "C", "F", "F", "S", "O", "O", "O", "C", "C", "C", "Sb", "C", "C", "C", "C", "C", "C", "H", "H", "H", "H", "H", "H", "H", "H", "H", "H", "H", "H", "H", "H", "H", "H", "H", "H", "H", "H", "H"],
  "xyz": [[0.55812, 1.57531, 2.86140], [-2.79021, 0.92395, 5.53142], [-1.74561, 1.47637, 4.61648], [-0.73486, 0.78224, 4.16079], [-0.47313, -0.47933, 4.67422], [0.82825, -0.78963, 4.82562], [1.15395, -1.92747, 5.42153], [2.01639, 0.29642, 4.24062], [-1.61665, 2.86956, 4.25169], [-2.56061, 3.85990, 4.50758], [-2.25542, 5.17535, 4.23361], [-0.98884, 5.48977, 3.73747], [-0.09925, 4.47817, 3.48698], [-0.40145, 3.17483, 3.69711], [-2.34057, 0.43375, 6.39944], [-3.42364, 0.19904, 5.01243], [-3.43439, 1.71039, 5.91181], [-1.19921, -0.95022, 5.19744], [0.48080, -2.52219, 5.87998], [2.13000, -2.12562, 5.58101], [-3.52370, 3.60246, 4.92462], [-2.98159, 5.95407, 4.42184], [-0.70114, 6.51495, 3.55118], [0.90173, 4.68493, 3.13160], [-3.51812, 1.45616, -3.37996], [-2.38462, 2.35495, -3.16542], [-2.11730, 3.05936, -2.04856], [-3.00983, 3.00593, -0.43245], [-1.04068, 3.83186, -2.29789], [-0.59998, 3.63207, -3.58740], [0.45066, 4.19044, -4.31682], [0.58118, 3.76401, -5.61614], [-0.29984, 2.81207, -6.18227], [-1.33026, 2.25746, -5.46273], [-1.46749, 2.68909, -4.14229], [-4.08921, 1.37159, -2.46254], [-3.15422, 0.47648, -3.68163], [-4.15633, 1.86156, -4.16248], [-0.66344, 4.48875, -1.63150], [1.11720, 4.92567, -3.88575], [1.37008, 4.17498, -6.23172], [-0.15953, 2.52239, -7.21482], [-1.99964, 1.53038, -5.90272], [2.89776, 1.18480, -0.27542], [1.87930, 1.93893, 0.05979], [2.12871, 2.48783, 1.30891], [1.72333, 2.92790, -0.79210], [0.34578, 0.94421, 0.28892], [-0.05288, 0.42763, -0.97923], [0.80846, -0.03421, 1.30308], [-0.55106, 1.95013, 0.91246], [-0.82427, -4.01196, 1.08655], [-0.63456, -3.80660, -0.41137], [-0.48383, -5.11092, -1.18625], [1.10514, -2.51378, -0.69017], [2.85534, -3.45802, 0.24371], [2.93323, -4.93668, -0.11299], [4.08912, -2.65991, -0.16015], [1.44478, -2.23322, -2.83131], [2.14305, -3.44702, -3.43401], [0.11126, -1.90237, -3.49090], [-1.73710, -4.58667, 1.25956], [-0.91634, -3.06487, 1.62231], [0.00424, -4.57893, 1.51663], [-1.44978, -3.21379, -0.82722], [0.31407, -5.73509, -0.79050], [-0.30552, -4.95425, -2.25027], [-1.41589, -5.67531, -1.09378], [2.65019, -3.32685, 1.30667], [2.97245, -5.10875, -1.18852], [2.10725, -5.50835, 0.30571], [3.85510, -5.34222, 0.31457], [4.30867, -2.76174, -1.22443], [4.95500, -3.04359, 0.38406], [3.99376, -1.59857, 0.07343], [2.10291, -1.36352, -2.85112], [1.50301, -4.32978, -3.43381], [3.07400, -3.69130, -2.92361], [2.39697, -3.22324, -4.47349], [-0.56966, -2.75562, -3.46850], [0.28615, -1.64486, -4.53846], [-0.37573, -1.05165, -3.01155]],
  "forces_ev_per_a": [[1.27, -0.89, 1.13], [0.06, 0.09, -0.05], [0.20, -0.65, 0.26], [-0.58, -0.17, -0.13], [-0.08, 0.03, 0.00], [-0.27, -0.62, 0.34], [0.02, 0.60, -0.14], [-0.21, 0.77, -0.73], [-0.13, 0.67, -0.18], [0.05, -0.56, 0.10], [0.36, 0.33, -0.17], [-0.41, 0.22, 0.21], [0.27, -0.38, -0.01], [-0.31, 0.47, -0.28], [0.01, 0.05, 0.00], [0.04, 0.01, -0.01], [0.00, -0.02, 0.02], [-0.05, -0.03, -0.05], [-0.05, -0.08, -0.03], [0.07, -0.09, -0.01], [0.01, -0.03, -0.01], [0.00, 0.02, 0.00], [0.02, -0.01, 0.02], [-0.03, -0.07, -0.15], [0.01, -0.06, -0.05], [-0.10, 0.00, -0.07], [-0.10, -0.06, 0.07], [-0.10, 0.12, -0.23], [0.17, 0.10, -0.13], [0.04, 0.09, 0.13], [0.04, 0.03, 0.05], [-0.03, 0.02, 0.00], [-0.01, 0.00, 0.02], [-0.04, -0.07, -0.10], [-0.08, -0.09, 0.06], [0.03, 0.00, 0.05], [0.05, 0.00, 0.02], [0.02, 0.05, -0.01], [-0.05, -0.03, -0.01], [-0.01, -0.01, -0.03], [-0.01, -0.02, 0.01], [0.01, -0.01, 0.02], [0.00, 0.03, 0.02], [-0.19, 0.22, 0.10], [0.24, -0.24, -0.23], [-0.02, 0.01, 0.05], [-0.06, -0.02, 0.08], [0.04, -0.70, -2.28], [-0.10, 0.80, 0.65], [-0.62, 0.95, 0.86], [0.39, -0.34, 0.87], [-0.16, -0.12, -0.15], [0.79, 0.06, -0.27], [-0.43, -0.07, 0.08], [0.11, 0.44, 0.53], [-0.63, 0.00, -0.75], [0.44, -0.02, 0.30], [0.03, -0.20, 0.11], [-0.07, -0.52, 0.59], [0.03, 0.23, -0.31], [0.17, 0.01, -0.08], [0.00, -0.03, 0.07], [0.02, 0.04, 0.01], [0.01, 0.01, 0.01], [-0.07, 0.00, 0.03], [0.02, 0.01, -0.01], [-0.01, 0.02, 0.04], [0.02, -0.12, -0.05], [0.04, -0.03, 0.06], [-0.02, 0.01, 0.03], [-0.02, 0.01, -0.01], [0.01, -0.13, -0.04], [-0.02, 0.02, 0.01], [0.06, 0.03, -0.03], [-0.02, 0.04, 0.00], [0.03, 0.01, -0.06], [0.02, 0.01, 0.02], [-0.02, 0.01, -0.01], [0.01, -0.10, -0.06], [0.00, 0.01, -0.01], [-0.06, -0.03, -0.04], [-0.03, -0.01, 0.00]],
  "spin_multiplicity": 2,
  "total_energy_ev": -146487.2893,
  "total_charge": 3
}

---

{
  "formula": "C26H39GeN3RhSb",
  "method": "ωB97M-V/def2-TZVPD",
  "symbols": ["Rh", "N", "C", "C", "N", "C", "C", "N", "H", "H", "H", "H", "H", "H", "H", "H", "H", "H", "H", "H", "H", "C", "Ge", "C", "C", "C", "H", "H", "H", "H", "H", "H", "H", "H", "H", "H", "H", "C", "C", "C", "C", "C", "C", "Sb", "C", "C", "C", "C", "C", "C", "C", "C", "C", "C", "C", "C", "H", "H", "H", "H", "H", "H", "H", "H", "H", "H", "H", "H", "H", "H", "H"],
  "xyz": [[0.38340, -0.19921, 0.26673], [1.72953, -0.08323, 1.85519], [1.05706, -0.73060, 3.02390], [-0.43480, -0.41421, 3.00903], [-1.03033, -0.92206, 1.74997], [-2.30079, -0.30853, 1.29639], [-2.46542, -0.56910, -0.20037], [-1.28588, -0.03420, -0.95765], [2.65724, -0.47258, 1.69941], [1.89272, 0.90241, 2.05863], [1.49540, -0.40758, 3.96900], [1.20518, -1.80944, 2.94021], [-0.59243, 0.66604, 3.05650], [-0.90478, -0.84556, 3.89583], [-1.14416, -1.93166, 1.81858], [-2.25757, 0.76368, 1.49944], [-3.16657, -0.69804, 1.83605], [-3.39312, -0.12993, -0.56604], [-2.51308, -1.64098, -0.38384], [-1.42715, 0.95619, -1.15426], [-1.20941, -0.48393, -1.86872], [3.74086, 2.75947, -2.33191], [3.36200, 1.01982, -1.55393], [4.54317, 0.69788, -0.02707], [3.61151, -0.37491, -2.90055], [1.47433, 1.00126, -0.93707], [4.77746, 2.77535, -2.67049], [3.60616, 3.56116, -1.60594], [3.10046, 2.96100, -3.19057], [5.57985, 0.72936, -0.36649], [4.38453, -0.28530, 0.42251], [4.43661, 1.46880, 0.73907], [4.68210, -0.54701, -3.02600], [3.20968, -0.06795, -3.86713], [3.15446, -1.32212, -2.62634], [0.90714, 1.22277, -1.85330], [1.35753, 1.90492, -0.29063], [5.72393, -3.72429, 0.11694], [5.12243, -3.83784, -1.12837], [3.79225, -3.47730, -1.29700], [3.06562, -3.00369, -0.20817], [3.66835, -2.90066, 1.04571], [4.99795, -3.26142, 1.20623], [1.04787, -2.48865, -0.47720], [0.47247, -2.77982, -2.46819], [0.44285, -1.69978, -3.34863], [0.06014, -1.90029, -4.66761], [-0.28737, -3.17374, -5.10033], [-0.25572, -4.24879, -4.22191], [0.12218, -4.05878, -2.89970], [-0.02562, -3.95110, 0.60511], [0.58197, -4.63727, 1.65412], [-0.14497, -5.56732, 2.38687], [-1.47560, -5.81292, 2.07686], [-2.08120, -5.14154, 1.02176], [-1.35962, -4.21146, 0.28563], [6.76139, -4.00384, 0.24205], [5.68725, -4.20914, -1.97294], [3.33234, -3.57074, -2.27373], [3.10854, -2.57290, 1.91474], [5.46632, -3.18802, 2.17883], [0.74482, -0.71258, -3.01496], [0.04422, -1.06755, -5.35826], [-0.58045, -3.32987, -6.12998], [-0.52354, -5.23884, -4.56593], [0.14087, -4.90388, -2.22091], [1.62683, -4.48434, 1.88846], [0.33552, -6.11031, 3.18982], [-2.03738, -6.54153, 2.64604], [-3.10984, -5.35356, 0.76159], [-1.83362, -3.72974, -0.56382]],
  "forces_ev_per_a": [[0.14, 0.45, 0.01], [-0.04, -0.20, 0.13], [-0.06, 0.07, 0.02], [-0.05, -0.11, 0.05], [0.04, 0.09, 0.15], [0.01, -0.13, -0.06], [0.07, 0.09, 0.05], [-0.22, -0.22, 0.10], [-0.01, 0.00, -0.01], [-0.01, 0.00, -0.04], [0.05, 0.02, -0.03], [-0.02, 0.00, -0.02], [0.00, 0.01, -0.04], [-0.04, 0.00, -0.02], [0.00, 0.00, -0.05], [0.06, 0.03, -0.03], [0.00, -0.02, 0.00], [-0.01, 0.01, 0.00], [0.01, -0.03, 0.00], [0.06, 0.00, 0.00], [-0.06, -0.02, 0.03], [-0.02, 0.04, 0.01], [-0.05, -0.20, 0.22], [0.06, -0.01, 0.03], [0.10, 0.07, -0.06], [0.08, 0.11, -0.42], [-0.01, 0.04, -0.01], [0.01, -0.01, 0.00], [0.00, -0.02, 0.00], [-0.01, -0.02, 0.03], [0.03, -0.02, -0.05], [-0.03, 0.00, -0.01], [-0.02, -0.02, -0.03], [-0.01, 0.03, 0.02], [0.00, 0.01, 0.01], [-0.07, -0.01, 0.09], [-0.02, -0.10, 0.00], [0.01, 0.00, -0.03], [-0.01, 0.01, 0.01], [-0.04, -0.02, 0.05], [0.02, 0.05, -0.01], [0.01, -0.04, -0.03], [-0.02, 0.01, 0.01], [0.04, -0.05, -0.07], [0.00, -0.04, 0.01], [-0.01, -0.01, -0.03], [0.01, 0.00, 0.03], [0.00, 0.00, -0.01], [0.00, 0.00, 0.00], [0.01, 0.04, -0.01], [0.00, 0.09, -0.02], [-0.04, -0.01, 0.02], [-0.02, 0.00, -0.01], [0.02, 0.01, 0.00], [0.01, 0.02, -0.01], [-0.02, 0.01, -0.01], [-0.01, 0.00, 0.00], [0.00, 0.00, 0.00], [0.00, -0.01, 0.00], [-0.01, 0.01, 0.03], [-0.01, 0.00, 0.00], [0.01, -0.02, -0.03], [0.00, -0.01, 0.00], [0.00, 0.00, 0.01], [0.00, 0.00, 0.00], [0.01, 0.02, 0.00], [0.06, 0.02, 0.01], [-0.01, 0.00, 0.00], [0.00, 0.00, -0.01], [0.00, 0.00, 0.00], [0.03, 0.00, 0.02]],
  "spin_multiplicity": 1,
  "total_energy_ev": -98112.9818,
  "total_charge": 2
}

---

{
  "formula": "C26H39IN3PtSi",
  "method": "ωB97M-V/def2-TZVPD",
  "symbols": ["Pt", "N", "C", "C", "C", "C", "C", "C", "C", "C", "N", "C", "H", "H", "H", "H", "H", "H", "H", "H", "I", "C", "C", "C", "C", "N", "C", "H", "H", "H", "H", "C", "C", "C", "C", "Si", "C", "C", "C", "C", "C", "C", "C", "C", "H", "H", "H", "H", "H", "H", "H", "H", "H", "H", "H", "H", "H", "H", "H", "H", "H", "H", "H", "H", "H", "H", "H", "H", "H", "H", "H"],
  "xyz": [[-0.43626, 0.00541, -0.14904], [1.41171, 0.91758, -0.29437], [1.31304, 2.35236, -0.24152], [1.85956, 3.16600, 0.65077], [1.47481, 4.58663, 0.35798], [-0.44422, 5.35057, -0.49122], [-1.61416, 4.45770, -0.55065], [-2.92356, 4.68211, -0.45078], [-3.80253, 3.55305, -0.20810], [-3.32551, 2.32118, -0.01232], [-1.93582, 2.00170, -0.03143], [-1.04313, 3.10255, -0.37025], [2.09045, 0.57844, 0.38325], [1.74966, 0.63786, -1.21623], [2.51359, 2.86697, 1.45923], [2.33107, 5.25676, 0.40426], [-0.56704, 6.35574, -0.88222], [-3.33505, 5.68087, -0.50823], [-4.87316, 3.70445, -0.19435], [-3.96117, 1.45791, 0.12598], [1.81274, 5.20827, -2.71440], [0.75859, 4.52560, -1.01018], [0.19352, 5.29360, 0.97179], [-0.65482, 4.70024, 2.06376], [-1.31264, 3.53754, 2.00928], [-1.00422, 2.62670, 0.98451], [0.30149, 3.04371, -1.11350], [0.47501, 6.29890, 1.27517], [-0.77675, 5.29126, 2.96210], [-1.93971, 3.17177, 2.81155], [0.19856, 2.66879, -2.13172], [-0.05486, -2.71839, -2.91963], [1.05036, -2.71313, -1.85130], [2.13328, -1.75656, -2.37489], [1.62850, -4.13354, -1.76595], [0.35654, -2.14792, -0.15705], [-1.46673, -2.67681, 0.20814], [-1.77419, -4.14866, -0.08512], [-1.82848, -2.41596, 1.67903], [-2.37058, -1.75485, -0.62937], [1.56033, -2.48574, 1.31871], [1.24523, -1.60238, 2.53760], [1.48946, -3.95357, 1.76773], [3.01490, -2.17737, 0.92776], [0.39237, -2.92439, -3.89644], [-0.55697, -1.74990, -2.99025], [-0.80736, -3.48598, -2.74652], [2.54633, -2.15827, -3.30474], [2.96675, -1.60466, -1.68924], [1.69933, -0.78383, -2.63801], [1.94407, -4.45494, -2.76322], [0.88970, -4.85569, -1.41138], [2.49973, -4.19779, -1.11623], [-1.14580, -4.81235, 0.51024], [-1.63933, -4.40690, -1.13415], [-2.81656, -4.36869, 0.17295], [-1.29462, -3.07816, 2.35837], [-2.89878, -2.59449, 1.82261], [-1.62248, -1.38696, 1.99064], [-2.36785, -1.99891, -1.68890], [-2.10609, -0.65466, -0.58969], [-3.39920, -1.79611, -0.26134], [0.31406, -1.87216, 3.02916], [1.18903, -0.53936, 2.28199], [2.04489, -1.71898, 3.27567], [0.50656, -4.20984, 2.16465], [2.21540, -4.12674, 2.56843], [1.72027, -4.65328, 0.96415], [3.16024, -1.13272, 0.63581], [3.38701, -2.80106, 0.11771], [3.66149, -2.35048, 1.79295]],
  "forces_ev_per_a": [[-0.16, 0.00, -0.63], [-0.11, 0.10, 0.06], [-0.04, 0.02, -0.03], [0.05, 0.03, -0.05], [0.06, -0.02, -0.07], [0.00, 0.07, -0.05], [-0.10, -0.04, -0.02], [0.09, 0.05, -0.01], [-0.03, -0.09, -0.01], [-0.10, -0.10, 0.00], [0.40, 0.12, -0.08], [0.01, 0.14, 0.03], [-0.07, -0.01, 0.06], [0.02, -0.05, 0.07], [-0.01, 0.00, 0.02], [-0.02, 0.01, -0.01], [-0.02, 0.00, 0.02], [0.01, 0.01, -0.01], [-0.01, -0.01, 0.01], [-0.03, 0.03, 0.02], [-0.02, -0.03, 0.04], [-0.02, -0.03, 0.03], [0.00, 0.07, 0.02], [-0.02, -0.09, 0.03], [0.00, 0.05, 0.07], [0.04, -0.10, 0.07], [0.09, 0.04, 0.05], [0.00, -0.01, 0.01], [-0.03, 0.02, -0.01], [-0.01, 0.03, 0.00], [0.01, -0.01, 0.00], [-0.04, 0.08, 0.00], [-0.11, -0.03, -0.07], [-0.03, 0.11, 0.00], [-0.01, -0.03, -0.02], [0.04, -0.06, 0.39], [0.25, -0.43, 0.24], [-0.22, 0.07, -0.09], [0.04, 0.03, 0.07], [0.34, -0.35, -0.01], [0.02, 0.08, -0.10], [0.04, 0.06, 0.01], [-0.03, -0.05, -0.04], [0.00, -0.02, 0.01], [0.00, -0.01, 0.00], [0.02, 0.01, -0.02], [-0.01, 0.00, 0.02], [0.03, -0.02, 0.02], [0.00, 0.00, 0.02], [0.01, -0.05, 0.03], [-0.01, 0.00, -0.01], [-0.01, 0.01, 0.01], [0.01, 0.00, 0.00], [0.01, 0.02, 0.01], [0.02, -0.02, -0.01], [0.00, -0.02, -0.01], [-0.03, -0.03, -0.01], [0.00, -0.03, 0.00], [-0.01, -0.01, -0.04], [0.06, 0.09, -0.01], [-0.39, 0.24, 0.01], [0.00, 0.17, 0.02], [0.01, 0.03, -0.03], [-0.02, -0.01, 0.02], [0.00, -0.01, 0.01], [0.00, -0.02, -0.01], [0.00, 0.02, 0.00], [0.00, 0.00, -0.01], [0.03, -0.01, -0.02], [-0.01, 0.00, -0.02], [0.00, 0.00, 0.00]],
  "spin_multiplicity": 1,
  "total_energy_ev": -51280.9084,
  "total_charge": 1
}